ORCA calculation (the ωB97M-V functional and the def2-TZVPD basis) on a molecular structure, C28H50Cl3N6O6PSeSr at a distorted geometry.

The geometry in XYZ format:
```
96
Properties=species:S:1:pos:R:3:forces:R:3
Sr -18.2841 6.3890 -3.2494 -0.6 1.1 -0.2
C -19.7966 4.0009 -0.5077 -0.9 -0.6 0.0
C -18.6275 3.4577 -1.3272 0.6 0.1 0.8
N -17.6194 4.4343 -1.7439 0.8 -0.1 -0.8
C -16.6525 4.8566 -0.7232 -0.2 -0.7 0.3
C -15.7107 5.9531 -1.2235 0.5 -0.3 0.6
N -16.3168 7.2365 -1.5597 -0.9 0.1 0.0
C -16.4809 8.2126 -0.4638 0.0 -0.3 -0.4
C -17.6162 7.9620 0.5209 0.4 0.5 0.4
C -18.9810 8.5243 0.1571 -0.2 -1.1 0.4
N -19.6259 7.7951 -0.9443 0.2 -0.1 0.4
C -21.0047 7.4929 -0.5998 0.1 -0.1 0.1
C -21.7224 6.7186 -1.6802 0.4 -1.4 1.0
N -20.9840 5.5278 -2.2032 0.0 0.3 0.7
C -21.0513 4.3286 -1.3300 0.3 0.1 -0.4
H -19.5339 4.8334 0.1077 0.5 0.8 0.4
H -20.1454 3.2282 0.2089 0.4 0.2 -0.3
H -18.9979 3.0232 -2.2402 -0.3 -0.4 -0.4
H -18.1236 2.6603 -0.7590 -0.1 -0.1 0.0
H -17.0695 4.0024 -2.5297 -0.6 0.4 0.7
H -16.0844 3.9530 -0.3460 -0.2 0.9 -0.3
H -17.1930 5.2516 0.1291 -0.2 -0.2 0.2
H -15.2525 5.6233 -2.1466 0.4 -0.3 -0.1
H -14.9363 6.0627 -0.4353 -0.1 0.0 -0.4
H -15.7434 7.6705 -2.2722 0.0 0.0 -0.1
H -16.6731 9.1896 -0.9182 0.2 -0.1 -0.1
H -15.5316 8.2603 0.0797 0.0 0.1 0.1
H -17.2740 8.4480 1.4340 -0.2 0.2 0.2
H -17.6918 6.9253 0.8029 -0.2 -0.4 -0.1
H -18.9171 9.5707 -0.0592 0.2 0.8 -0.3
H -19.6320 8.4494 1.0539 0.4 0.0 -0.4
H -19.5382 8.3554 -1.7961 -0.4 0.1 0.1
H -21.6014 8.4048 -0.3864 0.1 -0.2 -0.1
H -20.9937 6.9117 0.3309 0.0 0.0 0.0
H -21.8774 7.3706 -2.4876 -0.3 0.8 -1.3
H -22.7053 6.4216 -1.2702 0.2 0.0 -0.2
H -21.4740 5.2642 -3.0419 -0.1 -0.1 -0.5
H -21.1633 3.4597 -1.9993 -0.4 0.4 0.2
H -21.9262 4.3950 -0.6592 0.2 -0.1 -0.2
Cl -15.0032 6.2429 -6.9390 0.5 -0.1 -1.0
C -15.0769 4.7162 -6.0843 0.2 -0.2 -0.6
Cl -13.5258 4.3106 -5.3439 0.5 -0.3 -0.3
Cl -15.7297 3.4004 -7.0986 0.5 0.3 -0.1
C -15.9732 4.9212 -4.9051 -1.9 0.4 1.5
O -16.5748 3.9286 -4.4272 0.3 0.6 -0.1
O -16.0614 6.1186 -4.5254 -0.4 -0.6 0.7
C -17.1918 11.6282 -4.0492 0.0 -1.0 0.8
C -16.6437 10.6761 -5.0782 0.1 0.0 -0.2
C -15.2918 10.1322 -4.6619 0.2 0.1 0.5
C -16.4808 11.4205 -6.3947 -0.9 -0.3 -1.2
O -17.4824 9.5046 -5.2976 -0.1 0.6 0.1
P -19.0035 9.3647 -4.7340 1.2 -1.2 0.7
O -19.9112 10.4107 -5.2237 -0.1 -0.1 0.1
O -18.8305 8.9843 -3.2507 -0.4 0.2 -1.2
O -19.2932 7.8659 -5.3591 -0.1 0.0 -0.1
C -19.4466 7.4894 -6.7778 -0.3 0.0 0.5
C -18.4889 8.2373 -7.6578 -0.3 0.1 -0.7
C -19.0191 6.0317 -6.7932 -0.5 -0.5 -0.7
C -20.9018 7.7345 -7.2296 0.5 -0.2 0.0
H -16.5569 12.4651 -3.9190 0.9 0.8 0.1
H -17.3552 11.1592 -3.0808 0.1 -0.2 0.1
H -18.1172 12.0065 -4.3592 -1.5 0.5 -0.5
H -14.5710 10.9332 -4.4535 -0.2 -0.1 -0.1
H -14.9024 9.4985 -5.4299 0.3 -0.3 -0.7
H -15.3455 9.4927 -3.7860 -0.3 0.1 0.3
H -15.8518 12.2996 -6.2677 0.2 -0.1 0.0
H -17.4485 11.7671 -6.8497 0.7 -0.3 0.7
H -16.0433 10.7320 -7.1363 0.1 0.3 0.2
H -17.4668 8.0663 -7.3669 0.4 0.0 0.1
H -18.7039 9.2897 -7.6436 0.0 0.6 0.0
H -18.6580 7.8943 -8.6862 0.2 0.0 0.1
H -17.9623 5.9806 -6.5480 0.2 -0.1 0.0
H -19.1503 5.5988 -7.8140 0.1 0.3 0.7
H -19.5894 5.4153 -6.0946 -0.2 0.0 0.0
H -21.2377 8.7369 -6.9587 0.2 0.0 -0.1
H -21.5705 7.0322 -6.7445 -0.1 -0.2 0.0
H -20.9576 7.6028 -8.3241 -0.1 0.0 0.5
C -18.9771 2.2115 -5.9434 -0.7 -0.9 0.4
N -19.7418 1.6441 -4.8143 -0.1 0.7 -0.1
C -20.9302 2.1317 -4.3800 -0.3 0.3 -0.8
Se -21.8104 3.6181 -5.0219 -0.1 -0.3 0.0
N -21.3462 1.3446 -3.3620 0.0 0.1 0.1
C -20.3503 0.4326 -3.0421 -0.6 0.3 -0.1
C -20.2386 -0.4953 -2.0464 -0.8 -0.7 1.5
C -19.0923 -1.2450 -1.9640 0.8 0.2 -0.7
C -18.0670 -1.0322 -2.9016 0.3 -0.3 0.6
C -18.1606 -0.0953 -3.9130 -0.6 -0.1 0.7
C -19.3362 0.6446 -3.9468 0.9 -0.4 -0.9
H -19.5412 3.0510 -6.2934 -0.3 0.5 -0.2
H -18.9318 1.4882 -6.7684 0.2 0.0 0.4
H -18.0280 2.5442 -5.5793 0.7 0.0 0.0
H -22.2716 1.4256 -2.9681 0.2 0.1 0.0
H -20.9889 -0.6406 -1.2666 -0.1 0.2 -0.4
H -18.9468 -1.9672 -1.1727 -0.1 0.0 0.0
H -17.1337 -1.5591 -2.7402 -0.1 -0.1 -0.3
H -17.3457 0.0743 -4.5723 0.5 0.2 -0.5
```
Positions in Å, forces in eV/Å.

The HOMO-LUMO gap is 8.3561 eV.

Atomic partial charges in e from the Mulliken method, atoms 1 to 2:
1 Sr 1.465
2 C -0.597


ORCA calculation (the ωB97M-V functional and the def2-TZVPD basis) on a molecular structure, C36H29AuFN3O4P.

The geometry in XYZ format:
```
75
Properties=species:S:1:pos:R:3:forces:R:3
Au -0.2989 0.4193 -0.4106 0.3 -0.1 -0.3
C 6.5290 -0.8122 -0.1632 -0.1 0.0 0.0
C 5.8318 -1.3575 0.9044 0.0 0.0 0.0
C 4.4972 -1.0255 1.1227 0.1 0.0 0.1
C 3.8434 -0.1381 0.2735 -0.1 0.1 -0.3
C 4.5530 0.3952 -0.8074 0.0 0.0 0.0
C 5.8843 0.0728 -1.0207 0.0 0.0 0.0
P 2.0476 0.3178 0.3830 -0.1 0.3 0.7
C 1.5472 -0.6612 1.8544 0.1 0.0 0.0
C 1.3630 -0.1042 3.1149 0.0 0.0 0.1
C 0.9692 -0.9037 4.1839 0.0 0.0 -0.1
C 0.7564 -2.2620 4.0006 0.0 0.0 0.0
C 0.9259 -2.8223 2.7395 0.0 0.1 0.0
C 1.3115 -2.0246 1.6725 0.0 0.0 0.0
C 2.1142 2.0418 1.0237 0.0 0.0 0.0
C 3.2675 2.6012 1.5158 0.0 0.0 0.0
C 3.2719 3.9089 2.0532 0.0 -0.1 0.0
C 2.1156 4.6287 2.1057 0.0 0.0 0.0
C 0.9021 4.0908 1.6104 0.0 -0.1 0.0
C -0.3000 4.8379 1.6641 0.0 0.0 0.0
C -1.4561 4.3054 1.1713 0.0 0.0 0.0
C -1.4645 3.0130 0.5997 0.0 -0.1 0.0
C -0.3324 2.2353 0.5158 0.2 0.3 0.1
C 0.8864 2.7849 1.0434 -0.1 0.0 0.0
H 7.5662 -1.0772 -0.3312 0.0 0.0 0.0
H 6.3292 -2.0449 1.5797 0.0 0.0 0.0
H 3.9742 -1.4522 1.9677 0.0 0.0 0.0
H 4.0489 1.0776 -1.4839 0.0 0.0 0.0
H 6.4169 0.5015 -1.8627 0.0 0.0 0.0
H 1.5146 0.9580 3.2648 0.0 0.0 0.0
H 0.8195 -0.4574 5.1601 0.0 0.0 0.0
H 0.4481 -2.8823 4.8346 0.0 0.0 0.0
H 0.7357 -3.8775 2.5829 0.0 0.0 0.0
H 1.4017 -2.4480 0.6794 0.0 0.0 0.0
H 4.1921 2.0396 1.5106 0.0 0.0 0.0
H 4.1977 4.3270 2.4305 0.0 0.0 0.0
H 2.1034 5.6272 2.5327 0.0 0.0 0.0
H -0.2814 5.8309 2.1010 0.0 0.0 0.0
H -2.3758 4.8788 1.2106 0.0 0.0 0.0
H -2.3991 2.6237 0.2068 0.1 0.0 0.0
F -6.2678 0.3356 2.9588 0.0 0.0 0.1
C -6.3861 0.5077 1.6335 -0.1 0.0 0.0
C -5.4716 0.0136 0.7964 0.1 -0.1 -0.2
N -5.5622 0.1619 -0.5723 0.0 0.1 0.0
C -4.5092 -0.3720 -1.4578 -0.1 0.0 0.1
C -3.0912 -0.0053 -1.0055 0.3 0.1 0.2
O -2.7534 -0.3285 0.1582 -0.2 0.2 -0.3
O -2.3650 0.5646 -1.8573 -0.1 -0.1 0.3
C -6.6311 0.8223 -1.1473 0.1 -0.1 -0.1
O -6.7924 0.9606 -2.3448 0.0 0.0 0.2
N -7.5423 1.3257 -0.2339 0.0 0.0 0.1
C -7.5404 1.2352 1.1583 -0.1 0.1 -0.1
O -8.4294 1.7255 1.8236 0.0 0.0 0.0
H -4.5870 -0.5017 1.1488 0.0 0.0 -0.1
H -4.6871 0.0204 -2.4463 -0.1 0.1 -0.1
H -4.5791 -1.4604 -1.4822 0.0 -0.1 0.0
H -8.3248 1.8100 -0.6414 -0.1 0.1 -0.1
C -0.2800 -4.2821 -1.1817 0.1 0.0 -0.1
C 0.1687 -3.4763 -2.3691 0.0 0.2 0.0
C 0.5336 -4.1078 -3.5405 0.0 0.1 0.0
C 0.9651 -3.3776 -4.6488 0.0 0.0 0.0
C 1.0264 -1.9861 -4.5771 0.0 0.0 0.0
C 0.6664 -1.2937 -3.4357 0.0 0.0 0.1
C 0.7371 0.2059 -3.4234 -0.1 -0.1 0.0
C 0.2144 -2.0194 -2.2628 0.0 0.0 0.0
N -0.1640 -1.4697 -1.1217 0.0 -0.8 -0.3
H -0.5921 -5.2841 -1.4889 0.0 0.1 0.0
H -1.0898 -3.7772 -0.6592 0.0 0.0 0.0
H 0.5375 -4.3926 -0.4614 0.0 0.0 0.0
H 0.4802 -5.1911 -3.5978 0.0 0.0 0.0
H 1.2367 -3.8870 -5.5675 0.0 0.0 0.1
H 1.3578 -1.4248 -5.4453 0.0 0.0 0.0
H 1.0276 0.5798 -4.4061 0.0 0.0 0.0
H 1.4638 0.5592 -2.6883 0.0 0.0 0.0
H -0.2266 0.6427 -3.1481 0.0 0.0 0.0
```
Positions in Å, forces in eV/Å.

The spin multiplicity is 3. Its net charge is -1. The HOMO-LUMO gap (spin up / spin down) is 6.5235 / 6.4529 eV.

Atomic partial charges in e from the Mulliken method, atoms 1 to 2:
1 Au 0.690
2 C -0.423


ORCA calculation (the ωB97M-V functional and the def2-TZVPD basis) on a molecular structure, C37H40O2P2Tc at a distorted geometry.

The geometry in XYZ format:
```
82
Properties=species:S:1:pos:R:3:forces:R:3
Tc -0.3028 0.1139 3.0489 1.5 -1.8 -1.3
C -1.8877 0.1162 4.8139 -3.2 -0.4 -0.2
C -2.5438 0.0013 3.5782 -0.3 0.2 1.9
C -3.1979 1.2088 2.8987 -0.5 -0.2 -0.4
C -2.2551 2.0533 2.0103 -0.4 -0.5 -0.7
C -0.8000 2.0612 2.3790 0.6 1.3 1.4
C -0.3227 2.1288 3.7271 0.0 1.8 -0.3
C -1.1869 2.5593 4.8994 -0.3 -0.2 0.8
C -1.8667 1.3779 5.6188 0.6 0.5 0.6
C 1.5137 0.3039 2.0214 0.4 0.2 -0.6
H -1.8720 -0.7843 5.4412 0.5 0.1 -0.6
H -2.9685 -1.0041 3.3800 0.6 0.6 -0.3
H -3.7664 1.8804 3.5740 0.6 -0.6 0.1
H -3.9667 0.7679 2.2486 0.2 0.3 0.1
H -2.3006 1.6456 0.9868 -0.1 0.2 0.2
H -2.6315 3.0884 1.9245 0.3 -0.3 0.1
H -0.1530 2.4881 1.5914 0.0 -0.7 0.4
H 0.6902 2.5260 3.8580 -0.1 -0.6 -0.3
H -1.9549 3.2887 4.6116 0.2 -0.2 -0.4
H -0.5959 3.1083 5.6475 0.1 -0.3 -0.4
H -1.3722 1.1370 6.5722 0.1 0.3 -0.3
H -2.8716 1.7204 5.9241 0.1 -0.6 -0.3
H 2.3253 -0.3613 2.3838 -0.5 0.0 -0.1
H 1.9547 1.3220 2.0361 -0.4 -0.4 0.2
H 1.3270 0.0901 0.9481 0.2 0.1 0.4
P -0.1702 -1.5986 -2.3925 -0.3 -0.7 -2.0
P 1.1994 0.7748 -2.2623 0.6 1.1 -1.3
C -1.1990 -0.1949 -2.9081 1.5 2.0 0.6
C -0.5249 0.9891 -2.7031 -1.3 -1.5 -0.4
C -0.5900 -2.8372 -3.7457 0.5 -0.5 0.2
C -1.7011 -2.7717 -4.6077 0.0 0.2 0.2
C -1.9891 -3.8112 -5.5004 0.2 0.4 0.2
C -1.1512 -4.9169 -5.5921 0.1 0.2 0.3
C -0.0442 -5.0049 -4.7466 0.0 0.3 0.0
C 0.2435 -3.9701 -3.8542 -0.1 0.1 0.2
C -0.8117 -2.3303 -0.8782 -0.4 0.1 0.4
C -0.2228 -2.1795 0.3961 -0.3 0.1 -0.4
C -0.8844 -2.6969 1.5052 -0.4 0.1 0.0
C -2.1220 -3.3464 1.3499 0.1 0.1 0.0
C -2.6974 -3.4901 0.0836 0.2 -0.1 0.3
C -2.0324 -2.9937 -1.0352 0.0 -0.1 0.5
C 2.0291 0.9811 -3.9515 0.4 -0.7 -0.2
C 1.8739 -0.0190 -4.9323 -0.2 -0.1 0.1
C 2.4592 0.0889 -6.1969 0.0 0.2 0.1
C 3.2774 1.1851 -6.5068 -0.3 0.0 0.4
C 3.5019 2.1534 -5.5228 -0.2 -0.2 0.0
C 2.8842 2.0448 -4.2644 0.2 0.2 0.3
C 1.6666 2.2761 -1.3326 0.7 -0.1 0.4
C 2.9505 2.2423 -0.7446 -0.3 0.1 0.0
C 3.3964 3.2861 0.0625 -0.1 0.2 -0.1
C 2.5755 4.4052 0.2793 0.0 -0.2 -0.3
C 1.3309 4.4675 -0.3530 -0.1 0.0 -0.1
C 0.8706 3.4128 -1.1450 0.0 -0.2 0.1
H -2.1313 -0.3149 -3.4561 0.0 0.3 0.4
H -0.8742 2.0077 -2.9039 -0.2 -0.5 -0.2
H -2.3694 -1.9107 -4.6046 0.1 -0.3 0.0
H -2.8768 -3.7389 -6.1231 0.2 0.0 0.0
H -1.3607 -5.6983 -6.3153 0.0 0.0 0.2
H 0.5949 -5.8823 -4.7817 0.0 0.2 0.0
H 1.1240 -4.0392 -3.2138 -0.2 -0.1 -0.1
H 0.7180 -1.6499 0.5337 -0.2 -0.3 -0.3
H -0.4449 -2.6167 2.5120 0.0 -0.2 -0.3
H -2.6212 -3.7436 2.2353 0.1 0.1 -0.3
H -3.6511 -4.0037 -0.0482 0.3 0.1 0.2
H -2.4608 -3.1337 -2.0272 0.1 0.1 0.3
H 1.2944 -0.9115 -4.6993 0.0 0.1 -0.2
H 2.2806 -0.6802 -6.9529 0.1 0.2 0.4
H 3.7280 1.2721 -7.5012 -0.1 0.0 0.5
H 4.1634 2.9946 -5.7420 -0.3 -0.2 0.2
H 3.0921 2.7858 -3.4945 0.0 0.0 -0.3
H 3.5934 1.3830 -0.9409 -0.1 0.2 0.2
H 4.3968 3.2449 0.4984 -0.3 0.0 -0.1
H 2.9170 5.2440 0.8952 -0.1 -0.4 -0.2
H 0.6980 5.3518 -0.2693 0.2 -0.2 0.1
H -0.1020 3.5112 -1.6212 0.2 0.0 0.1
C 1.0092 -1.6981 6.7634 0.2 -0.2 0.2
O 0.4130 -1.5127 5.4462 -0.1 0.8 -1.3
C 0.7340 -0.3640 4.7913 1.9 1.6 2.6
O 1.6235 0.3894 5.1805 -1.8 -1.4 -1.0
H 0.6623 -2.6985 7.0784 0.2 0.7 -0.1
H 0.6251 -0.9021 7.4253 0.3 -0.4 -0.2
H 2.1120 -1.6692 6.7114 -0.6 0.1 0.0
```
Positions in Å, forces in eV/Å.

The spin multiplicity is 4. Its net charge is +2. The HOMO-LUMO gap (spin up / spin down) is 6.0574 / 6.2025 eV.

Atomic partial charges in e from the Mulliken method, atoms 1 to 2:
1 Tc -0.051
2 C -0.263


ORCA calculation (the ωB97M-V functional and the def2-TZVPD basis) on a single C20H22N4O4 molecule.

The geometry in XYZ format:
```
50
Properties=species:S:1:pos:R:3:forces:R:3
C -6.0046 -2.9713 0.3727 0.0 -0.2 0.0
O -5.9890 -1.5808 0.5787 0.1 0.4 0.0
C -4.9244 -0.8715 0.1160 -0.1 0.0 0.0
C -3.8226 -1.4049 -0.5263 -0.3 -0.1 0.2
C -2.7863 -0.5905 -0.9663 0.1 0.3 -0.1
C -2.8328 0.7763 -0.7464 -0.1 -0.5 0.1
N -1.8158 1.6384 -1.1804 -0.3 0.4 -0.2
C -0.4493 1.4776 -1.1593 -0.1 0.1 0.0
O 0.2731 2.2622 -1.7364 0.2 0.1 -0.2
N -0.0097 0.4256 -0.4057 -0.1 -0.4 0.1
C 1.3128 0.0130 -0.2580 0.6 0.5 0.1
C 2.4686 0.6888 -0.0517 -0.8 0.3 -0.1
C 2.7270 2.1504 0.0178 -0.1 0.0 0.0
N 3.4847 -0.2691 0.0167 -0.2 -0.2 -0.1
C 4.8557 -0.0360 0.2308 0.4 0.0 0.1
C 5.2825 0.8169 1.2431 -0.1 -0.1 -0.1
C 6.6349 1.0275 1.4405 0.1 0.1 0.0
C 7.5667 0.3797 0.6474 0.1 0.0 0.0
C 7.1408 -0.4873 -0.3449 0.0 0.0 0.0
C 5.7910 -0.6946 -0.5597 -0.1 0.1 0.0
C 2.9539 -1.5331 -0.1341 -0.2 -0.2 0.1
O 3.5328 -2.6003 -0.1102 0.3 -0.5 0.0
N 1.6010 -1.3492 -0.2894 0.2 0.2 -0.1
C 0.6814 -2.4306 -0.4946 0.0 -0.2 -0.1
C -3.9490 1.3284 -0.1119 -0.1 0.0 0.1
C -4.9918 0.5286 0.3158 -0.1 -0.1 0.0
O -6.1141 0.9752 0.9341 0.2 -0.4 -0.1
C -6.2580 2.3569 1.1517 0.0 0.3 0.0
H -5.1675 -3.4645 0.8783 0.0 0.0 0.0
H -5.9834 -3.2217 -0.6932 0.0 0.0 0.0
H -6.9406 -3.3205 0.8051 0.1 0.0 0.0
H -3.7575 -2.4649 -0.7114 -0.1 -0.1 0.0
H -1.9694 -1.0296 -1.5170 0.1 0.0 -0.1
H -2.1050 2.5337 -1.5474 0.2 -0.1 0.0
H -0.7096 -0.1594 0.0289 0.0 0.2 0.0
H 2.0323 2.6617 -0.6449 0.1 0.0 0.1
H 2.5821 2.5326 1.0290 0.1 0.1 0.1
H 3.7456 2.3669 -0.2946 0.0 0.1 0.0
H 4.5590 1.3004 1.8807 -0.1 0.0 0.0
H 6.9615 1.6940 2.2254 0.0 0.0 0.1
H 8.6217 0.5446 0.8078 0.1 0.0 0.0
H 7.8637 -1.0022 -0.9599 0.0 0.0 -0.1
H 5.4524 -1.3730 -1.3260 0.0 -0.1 -0.1
H -0.0568 -2.4834 0.3103 0.0 0.0 0.0
H 0.1695 -2.3312 -1.4548 0.0 0.0 0.0
H 1.2742 -3.3454 -0.4954 -0.1 0.0 0.0
H -3.9793 2.3965 0.0326 0.0 0.1 0.1
H -7.2209 2.4764 1.6451 0.1 0.0 0.0
H -5.4682 2.7475 1.8019 0.0 0.0 0.0
H -6.2634 2.9151 0.2096 0.0 0.0 0.0
```
Positions in Å, forces in eV/Å.

The HOMO-LUMO gap is 7.8257 eV.

Atomic partial charges in e from the natural (NBO) method, atoms 1 to 2:
1 C -0.251
2 O -0.481


no.,electronic energy (eV)
1,-164120.22903
2,-66163.33032
3,-63868.63676
4,-35248.07423